Record 1
This record from the Open Molecules 2025 dataset describes a structure of composition C11H23ClINO2PPb. The level of theory is the ωB97M-V functional and the def2-TZVPD basis.

```
41
Properties=species:S:1:pos:R:3:mulliken_charge:R:1
C 1.98 4.79 3.13 -0.810
I 0.84 4.32 1.34 0.377
H 2.68 4.02 3.47 0.362
H 1.25 5.02 3.89 0.357
H 2.51 5.69 2.83 0.331
Pb 1.16 1.12 1.08 1.052
P 2.07 1.70 -1.82 0.770
C 1.58 3.05 -2.95 -1.169
C 3.75 2.25 -1.34 -1.078
H 2.81 -0.51 -2.49 0.348
H 3.24 0.72 -3.72 0.457
H 1.56 0.11 -3.59 0.400
C 2.46 0.38 -3.03 -1.131
H 4.24 1.45 -0.78 0.424
H 4.31 2.47 -2.25 0.456
H 2.38 3.23 -3.68 0.439
H 1.39 3.96 -2.38 0.398
H 3.69 3.14 -0.71 0.381
H 0.66 2.76 -3.48 0.438
C -0.47 2.32 -0.77 -0.042
O -1.42 2.88 -1.07 -0.008
Cl 2.52 -0.96 0.35 -0.349
O -0.72 -0.24 0.68 -0.444
C -1.37 -1.30 0.91 0.362
C -2.87 -1.31 0.88 -0.566
C -3.51 -2.40 0.03 -0.606
C -3.64 -3.76 0.72 -0.671
C -2.30 -4.44 0.96 -0.609
C -1.36 -3.62 1.85 -0.690
N -0.74 -2.46 1.18 0.122
H -3.20 -1.41 1.93 0.372
H -3.18 -0.31 0.52 0.323
H -4.52 -2.07 -0.22 0.354
H -2.96 -2.52 -0.92 0.319
H -4.16 -3.65 1.68 0.322
H -4.24 -4.42 0.09 0.343
H -2.47 -5.40 1.47 0.346
H -1.81 -4.67 0.00 0.336
H -1.90 -3.27 2.76 0.330
H -0.53 -4.27 2.18 0.416
H 0.29 -2.39 1.20 0.238
```

Properties
- HOMO level (spin up / spin down): -18.9 / -18.3 eV
- Frontier orbital gap (spin up / spin down): 4.788 / 3.167 eV
- Electronic energy: -52494.1568 eV
- Net charge: +3



Record 2
This record from the Open Molecules 2025 dataset describes the molecule C4H11NO2. The level of theory is the ωB97M-V functional and the def2-TZVPD basis.

```
18
Properties=species:S:1:pos:R:3:mulliken_charge:R:1
C 0.82 -0.21 1.35 -0.766
O 1.38 -1.30 2.07 -0.549
C -0.06 -0.66 0.19 0.306
C -0.34 0.47 -0.79 0.298
C -0.73 1.79 -0.13 -1.380
O -1.42 -0.01 -1.60 -0.533
N 0.56 -1.82 -0.45 -0.791
H 1.61 0.48 1.03 0.262
H 0.22 0.35 2.08 0.286
H -1.04 -0.98 0.53 0.396
H 0.52 0.63 -1.46 0.163
H -1.13 2.45 -0.89 0.426
H 0.10 2.31 0.34 0.340
H -1.49 1.62 0.62 0.339
H -1.74 0.67 -2.20 0.311
H 1.28 -1.50 -1.10 0.223
H -0.13 -2.30 -1.02 0.295
H 1.58 -1.98 1.41 0.373
```

Properties
- HOMO level: -9.8 eV
- SMILES: C[C@H](O)[C@@H](N)CO
- Frontier orbital gap: 10.617 eV
- Electronic energy: -9911.2428 eV
- Net charge: 0



Record 3
This record from the Open Molecules 2025 dataset describes a structure of composition C35H36AsN2O7S2Yb. The level of theory is the ωB97M-V functional and the def2-TZVPD basis.

```
84
Properties=species:S:1:pos:R:3:mulliken_charge:R:1
Yb 0.96 1.44 0.80 0.981
O 3.02 0.17 0.00 -0.528
As 3.99 1.70 0.40 1.055
O 5.07 1.94 -0.91 -0.720
O 2.65 2.77 0.73 -0.513
C 4.76 1.21 2.06 0.425
C 5.91 0.46 1.88 -0.880
C 6.31 -0.42 2.89 -0.440
C 5.79 -0.26 4.18 -0.566
C 4.87 0.76 4.42 0.041
C 4.30 1.52 3.41 0.060
S 1.50 1.53 3.70 0.391
O 1.83 0.44 2.76 -0.327
O 3.26 2.30 3.82 -0.597
O 0.64 2.49 3.00 -0.509
H 3.30 -0.28 -0.79 0.224
H 6.47 0.51 0.91 0.450
H 7.03 -1.18 2.61 0.442
H 6.12 -0.91 5.00 0.397
H 4.53 0.95 5.48 0.352
C -3.09 1.53 4.25 -1.392
C -3.21 1.90 2.73 -0.070
C -3.62 0.82 1.78 0.842
C -4.41 -0.25 2.27 -0.808
C -5.09 -1.07 1.37 -1.052
C -5.01 -0.81 -0.02 -0.941
C -4.09 0.08 -0.48 1.995
C -3.89 0.32 -2.00 0.255
C -4.44 -0.69 -2.98 -1.269
C -3.37 0.99 0.42 -0.711
N -2.37 1.85 0.09 0.147
C -2.41 2.68 -0.95 -0.407
C -1.22 3.43 -1.26 0.026
C -1.09 4.36 -2.37 -0.691
C 0.12 4.96 -2.20 -0.713
C 0.70 4.37 -1.06 -0.620
N -0.10 3.38 -0.53 -0.224
H -2.66 2.34 4.81 0.430
H -2.36 0.72 4.33 0.315
H -4.07 1.17 4.69 0.305
H -2.25 2.29 2.42 0.100
H -3.85 2.78 2.56 0.311
H -4.55 -0.37 3.34 0.271
H -5.62 -1.97 1.73 0.355
H -5.66 -1.37 -0.68 0.231
H -2.81 0.45 -2.06 -0.167
H -4.25 1.37 -2.17 0.149
H -3.70 -1.48 -3.15 0.215
H -4.59 -0.25 -3.98 0.359
H -5.39 -1.15 -2.60 0.320
H -3.28 2.81 -1.65 0.391
H -1.78 4.54 -3.25 0.344
H 0.59 5.69 -2.86 0.419
H 1.58 4.65 -0.50 0.624
O -0.27 -0.30 -0.02 0.392
S -0.76 -1.50 -0.74 0.810
C 0.61 -1.74 -1.89 -0.378
C 0.32 -0.96 -3.17 0.433
C 0.40 0.43 -3.12 -0.477
C -0.21 1.19 -4.10 -0.292
C -0.80 0.60 -5.23 -0.525
C -0.73 -0.77 -5.39 -0.505
C -0.18 -1.58 -4.35 -0.777
C -0.57 -3.02 0.44 -1.664
C 0.71 -3.68 0.53 0.351
C 1.83 -3.17 1.17 0.267
C 3.01 -3.91 1.26 -1.229
C 3.10 -5.12 0.62 -0.108
C 2.04 -5.65 -0.08 -0.840
C 0.88 -4.92 -0.13 -0.086
H 0.82 -2.80 -2.02 0.845
H 1.46 -1.30 -1.37 -0.576
H 0.81 0.85 -2.24 0.524
H -0.33 2.24 -3.90 0.449
H -1.44 1.22 -5.88 0.377
H -1.18 -1.28 -6.22 0.398
H -0.20 -2.65 -4.50 0.375
H -1.25 -3.67 -0.08 0.501
H -0.85 -2.47 1.33 0.526
H 1.80 -2.14 1.55 0.602
H 3.83 -3.47 1.79 0.545
H 4.00 -5.71 0.73 0.379
H 2.09 -6.62 -0.62 0.349
H -0.01 -5.27 -0.73 0.253
```

Properties
- ⟨S²⟩: 0.751
- Spin multiplicity: 2
- HOMO level (spin up / spin down): -6.8 / -6.8 eV
- Frontier orbital gap (spin up / spin down): 6.744 / 5.800 eV
- Electronic energy: -168230.7008 eV
- Net charge: 0



Record 4
This record from the Open Molecules 2025 dataset describes a structure of composition C5H11FeO4. The level of theory is the ωB97M-V functional and the def2-TZVPD basis.

```
21
Properties=species:S:1:pos:R:3:mulliken_charge:R:1
C -2.07 -2.72 -1.63 -0.664
O -0.89 -2.66 -0.89 -0.405
H -1.97 -3.56 -2.34 0.237
H -2.96 -2.88 -1.00 0.266
H -2.23 -1.79 -2.21 0.306
O 1.11 3.15 1.68 -0.519
C 2.41 3.08 1.62 0.193
C 1.78 1.73 -0.88 -0.225
O 1.67 0.95 0.17 -0.535
C -0.48 -1.32 -0.27 -0.377
C -1.36 -0.92 0.92 -0.179
O -1.08 0.31 1.48 -0.602
Fe 0.25 1.48 1.36 1.268
H 2.93 2.57 2.45 0.248
H 2.95 3.96 1.21 0.301
H 2.78 1.81 -1.33 0.298
H 0.97 1.67 -1.62 0.227
H 0.51 -1.59 0.12 0.226
H -0.64 -0.58 -1.08 0.302
H -1.25 -1.73 1.67 0.316
H -2.42 -0.96 0.58 0.319
```

Properties
- ⟨S²⟩: 12.023
- Spin multiplicity: 7
- HOMO level (spin up / spin down): -11.7 / -12.8 eV
- Frontier orbital gap (spin up / spin down): 5.628 / 5.778 eV
- Electronic energy: -47927.0583 eV
- Net charge: +1